C3H4FeLiO4 as an isolated structure in a non-equilibrium geometry. Source: OMol25; level of theory: ωB97M-V/def2-TZVPD.

Last column: Mulliken charge in e.
Atoms and positions in Å:
1 H 2.51441 3.00895 -2.63547  0.34
2 C 1.84682 2.63319 -1.85473  0.25
3 C 1.98772 3.04108 -0.46537  -0.41
4 O 0.97278 3.59775 -1.31450  -0.40
5 H 1.61581 2.36831 0.31139  0.22
6 H 2.78422 3.73048 -0.17710  0.23
7 O 1.29088 1.40915 -2.14695  -0.63
8 H 1.73872 0.90846 -2.96641  0.40
9 O -0.64159 1.75684 -5.26414  -0.38
10 C 0.06744 1.03709 -4.66547  0.77
11 Li -1.48936 2.25923 -6.94228  0.65
12 Fe -2.97919 2.86623 -9.21115  0.31
13 O 0.99702 0.31508 -4.59231  -0.35

## Properties
Relative energy (zero: lowest compared OMol25 entry of this formula, charge and spin) = 0.561 eV
Total charge = +1
Energy = -45947.618 eV
Kohn-Sham gap (spin up / spin down) = 7.882 / 7.360 eV
⟨S²⟩ = 6.008
2S+1 = 5